[1]
Below is a 24-piece molecular cluster, C39H82Cl46P overall in a non-equilibrium geometry, with properties calculated with ωB97M-V/def2-TZVPD.

```
! RIJCOSX wB97M-V def2-TZVPD def2/J DEFGRID3
* xyz 1 1
C 2.3968 2.2051 3.2268
C 1.4864 1.0033 3.6660
C 0.3810 0.6951 2.5240
C 0.9391 -0.1109 1.3455
P -0.1024 0.0819 -0.1346
C 0.4554 -1.0530 -1.5134
C -0.2293 -0.8149 -2.8940
C 0.2200 -1.6099 -4.0719
C 1.7193 -1.2573 -4.4033
C -1.8125 -0.3755 0.3010
C -2.0294 -1.8580 0.7430
C -3.3469 -1.9705 1.5178
C -3.5313 -3.3131 2.2288
C 0.0557 1.8021 -0.6870
C 1.3629 2.0833 -1.3978
C 1.4739 3.4035 -2.1168
C 1.5052 4.5542 -1.1547
H 3.3151 2.2704 3.8105
H 1.9280 3.1885 3.2614
H 2.5826 2.0681 2.1615
H 1.1084 1.4207 4.5993
H 1.8747 0.0355 3.9832
H -0.0257 1.6002 2.0729
H -0.4476 0.0860 2.8855
H 1.0383 -1.1889 1.4723
H 1.9234 0.2366 1.0317
H 0.1987 -2.0752 -1.2354
H 1.5371 -0.9302 -1.5683
H -0.1747 0.2186 -3.2359
H -1.2506 -1.1533 -2.7190
H -0.4929 -1.5185 -4.8913
H 0.1570 -2.6147 -3.6540
H 1.9296 -2.0186 -5.1545
H 2.4518 -1.4552 -3.6207
H 1.7889 -0.2567 -4.8301
H -2.4846 -0.0907 -0.5085
H -1.9812 0.2865 1.1503
H -1.2953 -2.0427 1.5272
H -1.8508 -2.5479 -0.0818
H -4.1415 -1.8067 0.7898
H -3.4258 -1.2398 2.3227
H -2.9431 -3.2310 3.1428
H -3.1255 -4.1117 1.6078
H -4.5902 -3.4441 2.4513
H 0.0151 2.4139 0.2142
H -0.8486 1.9028 -1.2871
H 1.5588 1.3110 -2.1417
H 2.2404 1.9286 -0.7700
H 0.5968 3.4445 -2.7626
H 2.3435 3.4143 -2.7738
H 1.6151 5.4802 -1.7191
H 2.3056 4.4673 -0.4199
H 0.5565 4.4566 -0.6270
C 1.5283 -1.3351 7.0919
Cl 2.4233 -2.7489 6.5526
Cl 2.1666 -0.9276 8.6970
H 1.8243 -0.4427 6.5405
H 0.4616 -1.5516 7.1509
C 2.9477 -0.9462 -7.7735
Cl 4.1840 -1.0950 -6.4595
Cl 3.0652 -2.3152 -8.9441
H 1.9665 -0.9506 -7.2990
H 3.2124 -0.0158 -8.2759
C 2.6354 -5.7696 -1.2306
Cl 4.2938 -6.0980 -1.3699
Cl 2.3538 -4.0256 -1.4151
H 1.9892 -6.1779 -2.0076
H 2.2205 -6.0848 -0.2732
C -2.5302 -7.5428 1.9629
Cl -1.5200 -8.3226 3.1677
Cl -1.5877 -6.7223 0.6742
H -3.3562 -8.1856 1.6589
H -3.0346 -6.7543 2.5214
C -3.7476 5.1786 0.5185
Cl -5.4724 4.9284 0.4723
Cl -2.8025 3.7521 0.0139
H -3.5676 5.9992 -0.1759
H -3.5400 5.5123 1.5352
C -4.9311 -3.2736 6.7424
Cl -3.4210 -3.7521 5.9653
Cl -6.1849 -3.0065 5.5443
H -5.2894 -3.9789 7.4923
H -4.7223 -2.3526 7.2868
C -5.1328 -2.5657 -1.7435
Cl -6.3032 -3.2273 -2.8935
Cl -3.8003 -1.6262 -2.6906
H -5.6640 -1.8492 -1.1169
H -4.6838 -3.3179 -1.0949
C 0.2437 6.7937 -4.3335
Cl 1.4533 5.8858 -5.1906
Cl -1.0823 5.8446 -3.6638
H 0.8156 7.4006 -3.6316
H -0.2365 7.4746 -5.0364
C -2.0873 -4.8867 -3.9556
Cl -0.7903 -5.1940 -2.7864
Cl -2.0612 -6.0533 -5.2489
H -3.0825 -4.9477 -3.5151
H -1.9216 -3.8872 -4.3576
C -0.4821 4.7562 3.8579
Cl -2.1403 4.9923 4.4469
Cl -0.2717 5.4084 2.2577
H 0.1689 5.3387 4.5098
H -0.2471 3.6979 3.9712
C 3.5474 2.6357 -6.3173
Cl 1.9691 2.8977 -7.1625
Cl 3.2992 1.8484 -4.7822
H 4.1930 1.9546 -6.8717
H 4.1278 3.5527 -6.2161
C 0.9620 -4.5581 3.3808
Cl 0.0768 -3.4459 4.4768
Cl 0.5789 -4.1079 1.6467
H 2.0222 -4.6262 3.6247
H 0.6071 -5.5773 3.5339
C 4.6795 5.1519 5.6591
Cl 3.4302 6.4681 5.5136
Cl 6.3968 5.7693 5.5254
H 4.6007 4.7667 6.6758
H 4.4567 4.2738 5.0529
C 3.1313 -4.6428 -5.8199
Cl 2.1156 -5.8575 -5.0706
Cl 4.2959 -5.3206 -6.9246
H 2.5026 -3.9956 -6.4315
H 3.5036 -3.9848 -5.0348
C 5.6309 0.9386 -0.4938
Cl 4.8833 1.8325 0.8640
Cl 4.3627 0.1513 -1.4613
H 6.1079 1.6814 -1.1331
H 6.1748 0.0813 -0.0970
C -5.7937 1.8969 -1.1517
Cl -5.1200 0.6595 -0.0426
Cl -6.8763 1.3476 -2.4733
H -6.4413 2.4826 -0.4993
H -5.0212 2.5169 -1.6066
C 5.6097 -0.6138 5.7844
Cl 4.2620 0.5069 5.6129
Cl 6.1569 -1.1856 4.1585
H 6.3903 -0.0315 6.2741
H 5.2066 -1.4672 6.3296
C 2.3632 3.7058 8.1069
Cl 3.8127 2.8112 8.5139
Cl 1.8998 3.2792 6.4194
H 1.6304 3.4635 8.8767
H 2.5153 4.7809 8.2025
C -1.4620 2.7746 -5.3021
Cl -1.9954 1.7252 -6.6545
Cl -2.3675 2.2988 -3.8320
H -0.3937 2.6988 -5.0995
H -1.7628 3.7827 -5.5877
C -7.3505 -5.2298 2.0165
Cl -5.7697 -5.5996 1.4081
Cl -8.2954 -4.4268 0.7229
H -7.7302 -6.2017 2.3315
H -7.1950 -4.5165 2.8259
C -0.2298 -4.0596 -8.5424
Cl -1.5718 -5.2471 -8.6263
Cl 0.0427 -3.4589 -6.8813
H 0.6669 -4.5343 -8.9408
H -0.4591 -3.2071 -9.1818
C -4.1739 1.5479 4.4683
Cl -3.1627 0.5476 5.4225
Cl -3.2960 2.1176 2.9488
H -5.0441 1.0849 4.0031
H -4.4945 2.4185 5.0405
C 3.8204 8.1166 -0.5161
Cl 4.0759 6.7395 -1.6808
Cl 2.3111 9.0213 -0.8668
H 3.7408 7.7523 0.5081
H 4.6548 8.8137 -0.4391
*
```

***

[2]
Below is a 11-piece molecular cluster, C39H83N5O11 overall in a non-equilibrium geometry, with properties calculated with ωB97M-V/def2-TZVPD.

Computed properties:
SMILES: CN(C)C=O.CN(C)C=O.CN(C)C=O.CN(C)C=O.CN(C)C=O.C1CCOC1.C1CCOC1.C1CCOC1.C1CCOC1.C1CCOC1.C1CCOC1
Energy relative to the best compared isomer or geometry (same formula, charge and spin), eV: 0.000

```
! RIJCOSX wB97M-V def2-TZVPD def2/J DEFGRID3
* xyz 0 1
C -6.3139 0.4889 -1.4963
O -6.0783 0.3302 -2.6731
N -7.5193 0.6016 -0.8583
C -7.6824 0.6251 0.5904
C -8.7407 0.5479 -1.6404
H -5.4990 0.5836 -0.7464
H -8.2340 -0.2230 1.0748
H -8.1179 1.5755 0.9114
H -6.6618 0.5801 0.9852
H -8.4900 0.6165 -2.6690
H -9.3924 -0.3173 -1.5318
H -9.3838 1.4080 -1.3767
C 2.6857 2.8689 0.6438
O 2.4433 1.6915 0.4942
N 2.6202 3.8132 -0.2871
C 2.8312 5.1925 -0.0929
C 2.2947 3.4836 -1.6640
H 3.0593 3.3508 1.5753
H 3.7283 5.4980 -0.6843
H 2.9868 5.3900 0.9838
H 1.9340 5.7051 -0.4004
H 1.6298 2.6384 -1.6254
H 1.8300 4.3475 -2.1496
H 3.2194 3.2161 -2.1428
C 1.4878 -1.9781 -3.3732
O 0.5073 -1.6466 -2.7625
N 2.7306 -1.3720 -3.3690
C 3.8038 -2.0657 -3.9525
C 3.0530 -0.1453 -2.5992
H 1.5353 -2.9309 -4.0267
H 3.4309 -2.8593 -4.5942
H 4.4798 -2.5003 -3.2089
H 4.3644 -1.3219 -4.6015
H 2.1487 0.2891 -2.1683
H 3.8231 -0.3313 -1.8449
H 3.4052 0.5031 -3.3957
C -3.5111 -4.5522 -0.6114
O -2.8079 -5.5250 -0.3932
N -3.2844 -3.6119 -1.5471
C -4.2878 -2.6086 -1.7754
C -2.0012 -3.6505 -2.2413
H -4.5291 -4.4251 -0.1454
H -4.7705 -2.7378 -2.7408
H -3.9588 -1.5442 -1.7441
H -5.0164 -2.7007 -0.9415
H -1.4293 -4.5476 -1.9332
H -2.1685 -3.7238 -3.3044
H -1.4154 -2.7604 -1.9962
C -3.8233 2.9240 1.3793
O -4.8619 2.2879 1.4478
N -3.3935 3.6371 0.2961
C -2.0269 4.1745 0.2737
C -4.0477 3.5256 -0.9482
H -3.2060 3.2391 2.2626
H -2.1352 5.2048 0.0802
H -1.3806 3.7569 -0.4795
H -1.6170 4.0210 1.2922
H -5.0503 3.0978 -0.8380
H -4.0673 4.4956 -1.4909
H -3.4573 2.8812 -1.6240
C 1.2874 -1.8210 4.8357
C 1.6923 -2.2384 3.3909
C 2.7228 -3.2466 3.6778
O 3.4859 -2.8003 4.8188
C 2.6358 -1.8410 5.5768
H 0.5668 -2.5515 5.3016
H 0.7694 -0.8546 4.8741
H 2.0273 -1.3309 2.9102
H 0.8741 -2.6683 2.8114
H 3.4103 -3.4033 2.8839
H 2.2729 -4.1970 3.9135
H 3.1371 -0.8969 5.3936
H 2.7210 -2.1182 6.6473
C 5.2791 -0.7555 1.4581
C 6.5508 -0.0104 1.2289
C 6.9750 -0.5129 -0.2790
O 5.7453 -0.8332 -0.8494
C 5.1013 -1.5854 0.1698
H 4.4074 -0.1690 1.6356
H 5.3381 -1.4346 2.3556
H 7.3509 -0.3013 1.9169
H 6.4921 1.0820 1.2447
H 7.7097 -1.3408 -0.2318
H 7.4749 0.2702 -0.7930
H 5.5785 -2.5562 0.3456
H 4.0326 -1.7114 -0.1394
C -1.6099 1.5135 -4.1906
C -2.1031 2.8267 -4.8321
C -0.9833 3.8346 -4.5295
O 0.0142 3.1208 -3.8736
C -0.1230 1.7687 -4.1343
H -1.8743 0.6428 -4.8169
H -1.9207 1.2805 -3.1539
H -3.0660 3.0330 -4.3116
H -2.2707 2.7182 -5.9597
H -1.3449 4.5659 -3.7926
H -0.6894 4.4324 -5.3798
H 0.4255 1.3748 -3.2749
H 0.4980 1.4817 -5.0078
C 0.7766 2.0817 4.2908
C 1.4009 3.4663 4.6873
C 0.7601 4.5192 3.7337
O -0.5140 3.9996 3.4706
C -0.4187 2.5366 3.4673
H 0.5102 1.3785 5.0863
H 1.4857 1.5662 3.5902
H 2.4990 3.4653 4.7773
H 1.0673 3.7503 5.6884
H 1.3665 4.6960 2.8052
H 0.6405 5.4526 4.1982
H -0.4432 2.1116 2.4680
H -1.3055 2.1483 3.8860
C -1.0235 -1.1559 1.5178
C -0.0926 -0.8802 0.3619
C -0.5770 0.4913 -0.1279
O -1.5946 0.9271 0.7952
C -2.2464 -0.2583 1.2014
H -0.5325 -0.8525 2.4404
H -1.2602 -2.2096 1.6569
H -0.0906 -1.6584 -0.4304
H 0.9953 -0.7891 0.6866
H -1.0992 0.4001 -1.0496
H 0.2574 1.1944 -0.1172
H -2.8302 -0.7604 0.3487
H -2.8693 -0.0363 2.0872
C 0.4680 -5.1171 0.6380
C 1.3495 -4.1672 -0.1108
C 2.4363 -5.0399 -0.6963
O 2.6580 -6.0764 0.3245
C 1.4462 -6.1526 1.1074
H -0.3210 -5.5032 0.0200
H 0.0814 -4.5790 1.5142
H 1.6834 -3.2928 0.4396
H 0.7515 -3.7591 -0.8919
H 3.3515 -4.5707 -0.9871
H 2.0399 -5.5732 -1.5911
H 1.7717 -5.8412 2.0963
H 1.1592 -7.1906 1.1747
*
```

***

[3]
Below is C39H86FIN3O26S8 as an isolated structure in a non-equilibrium geometry, with properties calculated with ωB97M-V/def2-TZVPD.

```
! RIJCOSX wB97M-V def2-TZVPD def2/J DEFGRID3
* xyz 1 1
O 4.0469 -0.6884 0.9042
C 3.1668 -0.5954 0.0954
O 2.0278 -1.3416 0.1572
C 2.2604 -2.5716 -0.5763
C 0.9631 -3.2138 -0.9970
C 0.0825 -2.3923 -1.9568
N 0.8247 -1.6679 -2.9633
C -0.0197 -0.8659 -3.8433
C -1.3442 -0.3768 -3.2233
N -1.2980 -0.2296 -1.7465
I 0.1736 1.2536 -1.3117
C -2.5440 0.3217 -1.1498
C -3.7346 0.3817 -1.8074
C -4.8578 0.9326 -1.2186
C -4.7178 1.3781 0.0810
C -3.4734 1.2371 0.6626
N -2.3945 0.7449 0.0870
C -0.9206 -1.5490 -1.1049
C -2.1455 -2.4440 -0.7940
C -2.6293 -2.3594 0.6781
C -3.4163 -3.6341 0.9952
F -4.6462 -3.2780 1.5536
H 3.2930 0.1108 -0.7429
H 2.8238 -2.3178 -1.4822
H 2.9154 -3.2431 -0.0251
H 1.1601 -4.1968 -1.4180
H 0.3833 -3.3918 -0.0847
H -0.5205 -3.1265 -2.4992
H 1.5207 -1.0516 -2.5629
H -0.2866 -1.4830 -4.7045
H 0.5245 -0.0159 -4.2482
H -1.7324 0.5310 -3.6771
H -2.1002 -1.1392 -3.4306
H -3.8360 -0.0024 -2.8139
H -5.7930 1.0104 -1.7493
H -5.5490 1.8138 0.6112
H -3.3629 1.5616 1.6935
H -0.4675 -1.3354 -0.1404
H -2.9729 -2.2710 -1.4845
H -1.8494 -3.4837 -0.9431
H -3.3617 -1.5566 0.7099
H -1.7917 -2.1984 1.3506
H -2.9051 -4.2632 1.7222
H -3.6711 -4.1837 0.0891
O -2.9589 0.4318 5.6793
S -2.2088 1.6398 5.5327
O -2.1506 2.3068 4.2650
O -0.7258 1.3901 6.0560
C -0.0085 0.2674 5.5063
C 0.5132 0.5647 4.1164
C -2.6905 2.7935 6.7700
H -0.6409 -0.6217 5.5131
H 0.8209 0.0771 6.1844
H -0.3103 0.6708 3.4094
H 1.1585 -0.2437 3.7695
H 1.0760 1.4983 4.1033
H -2.6899 2.2928 7.7341
H -3.6921 3.1372 6.5213
H -1.9939 3.6277 6.7614
O 7.1528 -3.8247 -0.0059
S 6.6136 -2.8953 -0.9494
O 5.3367 -3.1423 -1.5623
O 7.6898 -2.6476 -2.0943
C 8.2446 -3.7981 -2.7641
C 7.2949 -4.3794 -3.7928
C 6.6100 -1.2802 -0.2684
H 8.5445 -4.5480 -2.0307
H 9.1494 -3.4449 -3.2548
H 6.4194 -4.8203 -3.3170
H 7.7957 -5.1564 -4.3704
H 6.9420 -3.6028 -4.4716
H 7.5892 -1.0706 0.1548
H 5.8406 -1.2536 0.5119
H 6.3677 -0.5693 -1.0549
O 8.3893 1.4355 1.5699
S 9.0692 2.6921 1.4666
O 9.1136 3.3924 0.2215
O 10.5450 2.5250 2.0284
C 11.3629 1.4669 1.4863
C 11.9281 1.8179 0.1244
C 8.4825 3.7821 2.7178
H 10.7953 0.5355 1.4547
H 12.1735 1.3276 2.1987
H 11.1413 1.8762 -0.6270
H 12.6451 1.0599 -0.1913
H 12.4244 2.7876 0.1530
H 8.4899 3.2597 3.6704
H 7.4680 4.0683 2.4498
H 9.1248 4.6581 2.7468
O -5.5898 4.3242 -1.2630
S -5.6891 5.4677 -0.3967
O -6.6354 5.4949 0.6734
O -5.8531 6.7709 -1.2799
C -6.9210 6.8076 -2.2574
C -8.2672 7.0769 -1.6172
C -4.0920 5.8390 0.2403
H -6.9362 5.8826 -2.8363
H -6.6773 7.6168 -2.9424
H -8.5833 6.2414 -0.9929
H -9.0221 7.2318 -2.3879
H -8.2202 7.9599 -0.9799
H -3.3850 5.8582 -0.5835
H -3.8264 5.0572 0.9496
H -4.1273 6.8010 0.7440
O -2.0398 -6.4587 2.8986
S -2.5926 -7.0226 4.0980
O -2.4643 -6.3529 5.3520
O -2.0854 -8.5179 4.2422
C -0.6592 -8.7552 4.1935
C 0.0338 -8.3989 5.4905
C -4.2917 -7.3945 3.8256
H -0.2207 -8.2180 3.3512
H -0.5457 -9.8192 3.9923
H 0.0112 -7.3240 5.6669
H 1.0744 -8.7138 5.4576
H -0.4587 -8.8776 6.3376
H -4.3870 -7.9408 2.8912
H -4.8266 -6.4485 3.7687
H -4.6580 -7.9835 4.6620
O 2.9756 -8.5741 3.9215
S 3.8544 -9.6964 4.0738
O 4.2329 -10.1500 5.3736
O 5.1587 -9.4464 3.2026
C 5.8801 -8.2116 3.4015
C 6.7294 -8.2387 4.6564
C 3.2322 -11.0600 3.1501
H 5.1853 -7.3704 3.4085
H 6.5164 -8.0983 2.5259
H 6.1102 -8.2628 5.5524
H 7.3600 -7.3506 4.7021
H 7.3620 -9.1260 4.6730
H 2.9840 -10.7220 2.1477
H 2.3417 -11.4195 3.6614
H 3.9896 -11.8388 3.1240
O -2.2453 8.6488 -2.8260
S -1.3734 7.5352 -2.6292
O -1.0685 7.0547 -1.3148
O -0.0191 7.7890 -3.4185
C 0.6904 9.0223 -3.1648
C 1.4620 8.9838 -1.8612
C -1.9426 6.1806 -3.6025
H -0.0034 9.8636 -3.1925
H 1.3782 9.1424 -3.9993
H 0.7895 8.9529 -1.0046
H 2.0887 9.8707 -1.7697
H 2.0926 8.0958 -1.8139
H -2.1326 6.5311 -4.6131
H -2.8632 5.8163 -3.1486
H -1.1850 5.4012 -3.5948
O -8.0141 4.7444 -5.4339
S -8.1737 5.8831 -6.2887
O -8.1119 7.2085 -5.7551
O -9.5110 5.7192 -7.1265
C -10.7368 5.4656 -6.4062
C -11.2979 6.7203 -5.7675
C -7.0519 5.7565 -7.6395
H -10.5792 4.6782 -5.6675
H -11.4374 5.0812 -7.1447
H -10.6552 7.0755 -4.9626
H -12.2854 6.5206 -5.3516
H -11.3759 7.5228 -6.5006
H -7.1312 4.7618 -8.0692
H -6.0512 5.9225 -7.2471
H -7.2993 6.5199 -8.3722
*
```

***

Number 1: HOMO level -11.89 eV, E_LUMO -1.4 eV. Number 2: HOMO level -9.04 eV, E_LUMO 0.4 eV. Number 3: HOMO level -12.11 eV, E_LUMO -4.5 eV.